{
  "formula": "C42H69BN12O10",
  "method": "the ωB97M-V functional and the def2-TZVPD basis",
  "symbols": ["O", "C", "O", "B", "O", "C", "O", "O", "C", "O", "C", "O", "O", "C", "C", "N", "C", "C", "N", "C", "C", "H", "H", "H", "H", "H", "H", "H", "H", "H", "H", "H", "C", "C", "N", "C", "C", "N", "C", "C", "H", "H", "H", "H", "H", "H", "H", "H", "H", "H", "H", "C", "C", "N", "C", "C", "N", "C", "C", "H", "H", "H", "H", "H", "H", "H", "H", "H", "H", "H", "C", "C", "N", "C", "C", "N", "C", "C", "H", "H", "H", "H", "H", "H", "H", "H", "H", "H", "H", "C", "C", "N", "C", "C", "N", "C", "C", "H", "H", "H", "H", "H", "H", "H", "H", "H", "H", "H", "C", "C", "N", "C", "C", "N", "C", "C", "H", "H", "H", "H", "H", "H", "H", "H", "H", "H", "H", "C", "C", "O", "O", "H", "H", "H"],
  "coordinates": [[1.54, -0.20, -3.92], [1.16, -0.40, -2.80], [0.52, 0.48, -2.06], [0.23, -0.09, -0.75], [0.77, -1.50, -0.82], [1.39, -1.67, -1.96], [2.07, -2.59, -2.34], [-1.21, -0.12, -0.43], [-1.36, 0.34, 0.79], [-2.40, 0.32, 1.40], [0.00, 0.80, 1.30], [0.89, 0.70, 0.34], [0.18, 1.26, 2.40], [-3.40, 7.14, 6.38], [-3.45, 5.61, 6.50], [-2.12, 5.03, 6.31], [-1.30, 4.42, 7.26], [-0.08, 4.20, 6.69], [-0.16, 4.63, 5.37], [-1.40, 5.04, 5.18], [0.86, 4.44, 4.35], [-4.29, 7.64, 6.77], [-3.42, 7.31, 5.30], [-2.48, 7.56, 6.77], [-4.06, 5.14, 5.73], [-3.78, 5.27, 7.48], [-1.71, 4.23, 8.24], [0.83, 3.85, 7.13], [-1.79, 5.46, 4.27], [1.75, 4.99, 4.62], [0.51, 4.82, 3.39], [1.02, 3.37, 4.22], [-2.73, 2.12, 4.22], [-2.32, 1.08, 5.28], [-1.53, -0.02, 4.67], [-0.15, -0.16, 4.73], [0.20, -1.27, 4.07], [-0.96, -1.90, 3.67], [-1.98, -1.10, 4.04], [-1.09, -3.10, 2.84], [-1.85, 2.65, 3.88], [-3.43, 2.82, 4.68], [-3.21, 1.63, 3.37], [-3.15, 0.62, 5.82], [-1.66, 1.47, 6.05], [0.45, 0.58, 5.23], [1.15, -1.70, 3.80], [-3.02, -1.29, 3.83], [-0.78, -3.95, 3.46], [-0.42, -3.11, 1.98], [-2.13, -3.15, 2.56], [3.47, -4.03, -0.67], [2.75, -5.01, -1.57], [1.39, -5.34, -1.13], [0.23, -5.14, -1.87], [-0.76, -5.52, -1.01], [-0.24, -5.88, 0.21], [1.07, -5.71, 0.12], [-1.07, -6.17, 1.36], [3.46, -4.27, 0.40], [3.05, -3.05, -0.89], [4.49, -3.84, -1.00], [3.28, -5.96, -1.69], [2.80, -4.60, -2.58], [0.23, -4.77, -2.88], [-1.83, -5.57, -1.11], [1.75, -5.97, 0.92], [-0.50, -5.92, 2.25], [-1.49, -7.17, 1.38], [-1.96, -5.54, 1.32], [3.73, 1.45, -2.11], [4.46, 1.92, -0.87], [4.06, 1.10, 0.28], [3.88, -0.26, 0.33], [3.45, -0.64, 1.57], [3.44, 0.53, 2.29], [3.85, 1.54, 1.54], [3.11, 0.69, 3.73], [2.67, 1.66, -1.91], [3.92, 0.42, -2.41], [3.98, 2.03, -3.00], [4.26, 2.97, -0.65], [5.55, 1.82, -0.86], [4.11, -0.89, -0.51], [3.25, -1.61, 1.98], [4.00, 2.56, 1.86], [3.80, 1.44, 4.09], [3.18, -0.25, 4.27], [2.08, 1.05, 3.75], [-2.75, -0.32, -3.78], [-3.70, -1.15, -2.92], [-4.57, -0.25, -2.15], [-5.47, 0.68, -2.61], [-6.03, 1.28, -1.54], [-5.48, 0.71, -0.42], [-4.57, -0.18, -0.81], [-5.75, 1.14, 0.94], [-2.02, -0.92, -4.32], [-2.18, 0.36, -3.13], [-3.28, 0.33, -4.48], [-3.03, -1.70, -2.26], [-4.33, -1.84, -3.47], [-5.63, 0.77, -3.68], [-6.80, 2.03, -1.45], [-3.97, -0.87, -0.24], [-4.90, 1.00, 1.60], [-6.58, 0.51, 1.28], [-6.04, 2.19, 1.02], [4.41, -3.26, -4.88], [3.23, -3.48, -5.82], [2.68, -2.23, -6.34], [3.24, -1.47, -7.37], [2.39, -0.48, -7.70], [1.18, -0.74, -7.03], [1.41, -1.78, -6.26], [-0.06, 0.01, -7.07], [4.83, -4.20, -4.52], [4.26, -2.62, -4.01], [5.27, -2.88, -5.44], [2.34, -4.01, -5.50], [3.67, -4.00, -6.67], [4.22, -1.66, -7.78], [2.50, 0.35, -8.37], [0.66, -2.34, -5.72], [-0.83, -0.63, -7.52], [0.06, 0.87, -7.72], [-0.24, 0.35, -6.06], [0.60, 2.59, -4.61], [0.62, 4.11, -4.53], [-0.48, 4.70, -4.45], [1.75, 4.64, -4.47], [0.76, 2.22, -3.60], [1.36, 2.29, -5.34], [-0.34, 2.14, -4.96]],
  "total_charge": 4,
  "e_lumo_ev": -8.8
}

---

{
  "formula": "C42H69N3O3P2RhSSi",
  "method": "the ωB97M-V functional and the def2-TZVPD basis",
  "symbols": ["Rh", "S", "C", "C", "C", "C", "C", "C", "C", "C", "C", "N", "H", "H", "H", "H", "H", "H", "C", "C", "C", "C", "C", "C", "N", "N", "Si", "C", "C", "C", "H", "H", "H", "H", "H", "H", "H", "H", "H", "H", "H", "H", "H", "H", "H", "C", "C", "C", "C", "C", "C", "P", "C", "C", "C", "C", "C", "C", "C", "C", "C", "C", "C", "C", "H", "H", "H", "H", "H", "H", "H", "H", "H", "H", "H", "H", "H", "H", "H", "H", "H", "H", "H", "H", "H", "H", "H", "H", "H", "H", "H", "H", "H", "H", "H", "H", "H", "C", "C", "O", "P", "O", "C", "C", "O", "C", "C", "H", "H", "H", "H", "H", "H", "H", "H", "H", "H", "H", "H", "H", "H", "H"],
  "coordinates": [[-0.15, -0.66, 0.23], [1.87, -0.93, 4.28], [3.02, -1.50, 3.14], [2.50, -1.69, 1.90], [1.13, -1.35, 1.81], [0.63, -0.95, 3.04], [-0.75, -0.68, 3.30], [-1.30, -0.57, 4.59], [-2.66, -0.43, 4.72], [-3.46, -0.42, 3.59], [-2.84, -0.49, 2.35], [-1.53, -0.58, 2.21], [4.04, -1.66, 3.46], [3.08, -2.06, 1.07], [-0.65, -0.62, 5.45], [-3.10, -0.34, 5.70], [-4.53, -0.34, 3.66], [-3.41, -0.45, 1.43], [-3.04, 0.85, -2.01], [-3.06, -0.63, -1.78], [-3.93, -1.43, -2.50], [-3.97, -2.79, -2.24], [-3.18, -3.30, -1.24], [-2.31, -2.44, -0.53], [-2.25, -1.12, -0.85], [-1.52, -2.82, 0.46], [-1.72, -4.25, 1.42], [-3.47, -4.06, 2.20], [-1.71, -5.95, 0.53], [-0.42, -4.33, 2.80], [-3.38, 1.09, -3.01], [-2.03, 1.23, -1.87], [-3.71, 1.33, -1.30], [-4.57, -1.00, -3.26], [-4.62, -3.44, -2.81], [-3.18, -4.35, -1.01], [-4.22, -3.90, 1.42], [-3.49, -3.21, 2.87], [-3.74, -4.95, 2.75], [-2.67, -6.18, 0.08], [-1.49, -6.73, 1.25], [-0.95, -6.01, -0.25], [-0.12, -3.36, 3.16], [0.48, -4.85, 2.46], [-0.82, -4.90, 3.63], [3.51, 3.56, 3.17], [4.05, 2.71, 2.01], [2.94, 1.84, 1.41], [1.62, 2.61, 1.41], [1.15, 2.79, 2.86], [2.33, 2.87, 3.84], [0.33, 1.84, 0.28], [0.87, 2.47, -1.41], [1.39, 3.92, -1.57], [2.86, 3.99, -1.96], [3.07, 3.31, -3.31], [2.28, 2.00, -3.41], [1.87, 1.50, -2.03], [-1.24, 2.84, 0.54], [-1.21, 4.34, 0.20], [-2.46, 5.05, 0.74], [-3.65, 4.09, 0.79], [-3.38, 2.98, 1.81], [-1.89, 2.68, 1.91], [3.19, 4.53, 2.79], [4.31, 3.74, 3.90], [4.86, 2.06, 2.35], [4.46, 3.36, 1.25], [2.82, 0.92, 1.99], [3.23, 1.54, 0.40], [1.83, 3.60, 0.98], [0.50, 1.96, 3.14], [0.58, 3.72, 2.93], [2.62, 1.88, 4.17], [2.02, 3.43, 4.72], [-0.06, 2.39, -1.99], [1.24, 4.53, -0.67], [0.82, 4.40, -2.37], [3.50, 3.54, -1.19], [3.15, 5.04, -2.04], [4.14, 3.12, -3.46], [2.76, 3.99, -4.11], [2.88, 1.24, -3.92], [1.37, 2.15, -4.01], [2.77, 1.41, -1.42], [1.42, 0.50, -2.09], [-1.92, 2.35, -0.17], [-1.15, 4.47, -0.88], [-0.33, 4.80, 0.66], [-2.69, 5.90, 0.10], [-2.28, 5.43, 1.74], [-3.80, 3.66, -0.21], [-4.56, 4.63, 1.04], [-3.93, 2.08, 1.53], [-3.75, 3.28, 2.80], [-1.73, 1.67, 2.29], [-1.43, 3.37, 2.62], [4.22, -2.20, -2.87], [3.11, -2.04, -1.86], [1.89, -1.89, -2.57], [0.46, -1.97, -1.79], [-0.48, -1.85, -3.09], [-0.59, -0.70, -3.92], [0.26, -0.85, -5.17], [0.28, -3.54, -1.53], [0.39, -4.51, -2.58], [1.58, -5.42, -2.35], [5.18, -2.32, -2.37], [4.27, -1.31, -3.51], [4.04, -3.06, -3.51], [3.27, -1.16, -1.23], [3.04, -2.92, -1.21], [-0.32, 0.19, -3.35], [-1.65, -0.63, -4.19], [1.31, -0.92, -4.89], [0.12, 0.00, -5.83], [-0.02, -1.75, -5.70], [0.47, -4.00, -3.54], [-0.54, -5.08, -2.56], [2.51, -4.88, -2.49], [1.55, -6.25, -3.04], [1.56, -5.81, -1.33]],
  "total_charge": 1,
  "e_lumo_ev": [-3.9, -3.9]
}